Molecular formula: C5H12NO2
Method: DFT, ωB97M-V/def2-TZVPD

Summary:
E_LUMO: -3.3 eV
charge: +1
orbital gap: 10.35 eV

Geometry (Å):
O (-1.0816, -0.0898, -1.9989)
C (-2.1163, -0.4162, -1.4695)
C (-2.3307, -0.2224, -0.0093)
C (-1.2835, 0.7311, 0.7301)
C (0.1204, 0.0667, 0.7126)
C (1.2335, 0.6793, 1.2050)
N (2.6242, 0.2454, 0.8780)
H (-2.9240, -0.7480, -1.9043)
H (-3.3392, 0.3404, 0.1385)
H (-2.4853, -1.1305, 0.6509)
H (-1.2506, 1.7039, 0.3304)
H (-1.6191, 0.7174, 1.7968)
H (0.2651, -0.9278, 0.3327)
H (1.3175, 1.6011, 1.9277)
H (3.0196, -0.0142, 1.7845)
H (3.0893, 1.1234, 0.5363)
H (2.6068, -0.7028, 0.3074)
H (1.6813, -1.6262, -2.2220)
H (0.8011, -0.4529, -1.9662)
O (1.6715, -0.8780, -1.7607)

Atomic forces in eV per Å
O 0.02 -0.21 -0.59
C 4.20 2.04 3.65
C -1.05 1.99 2.77
C 0.08 -3.91 1.04
C 1.32 2.16 1.24
C -1.51 1.20 0.58
N -0.96 -1.80 0.48
H -4.26 -2.11 -3.38
H 1.37 -1.03 -0.56
H 0.28 0.59 -1.23
H 0.05 1.12 -0.45
H 0.20 0.48 -0.80
H -0.15 -0.12 -0.70
H -0.64 -1.65 -1.91
H 0.58 0.18 -0.12
H 0.01 -1.69 -0.38
H 0.27 2.81 0.17
H 0.21 -4.90 -3.13
H 0.82 -0.35 0.21
O -0.84 5.20 3.11

Molecular formula: C5H12NO2
Method: DFT, ωB97M-V/def2-TZVPD

Summary:
E_LUMO (alpha / beta): -3.0 / -7.0 eV
charge: +1
orbital gap (alpha / beta): 7.47 / 8.05 eV
2S+1: 3

Geometry (Å):
C (0.5831, 0.8800, 0.2202)
C (0.6359, 1.5978, -1.0203)
C (1.2081, -1.5079, -0.4510)
C (-1.4472, -0.6065, 0.2607)
C (0.7925, -0.4031, 0.5630)
N (-2.1189, 0.2336, -0.5518)
O (0.5229, 1.7725, 1.2522)
O (0.7101, -0.7747, 1.9019)
H (-0.3001, 1.8831, -1.3852)
H (1.2045, 1.0976, -1.8236)
H (1.1044, 2.6751, -0.7704)
H (0.6981, -2.4810, -0.3444)
H (2.3263, -1.7228, -0.4626)
H (0.9078, -1.1923, -1.3929)
H (-1.3545, -1.6422, 0.0383)
H (-1.6923, -0.4910, 1.3914)
H (0.2143, 1.2806, 2.0748)
H (-2.9153, 0.7840, -0.0474)
H (-2.2602, 0.1768, -1.5243)
H (1.1804, -1.5596, 2.0713)

Atomic forces in eV per Å
C 1.26 4.91 2.33
C 3.02 2.27 -1.05
C 1.09 -0.13 1.93
C -2.37 -1.50 3.12
C 1.00 -5.86 1.24
N -2.58 2.62 2.60
O -1.37 -1.95 0.60
O -0.56 3.31 -2.76
H -1.62 0.09 -0.52
H -0.22 0.31 0.40
H -0.60 -2.52 -0.63
H 0.15 0.53 0.67
H -1.29 0.57 0.18
H -0.23 0.78 -1.89
H 0.09 -0.78 -0.67
H 0.37 0.08 -2.16
H 0.76 0.88 -0.94
H 2.07 -1.08 -1.56
H 0.09 -0.61 -1.09
H 0.94 -1.92 0.20

Molecular formula: C5H12NO2S
Method: DFT, ωB97M-V/def2-TZVPD

Summary:
E_LUMO: 3.6 eV
charge: -1
orbital gap: 7.34 eV

Geometry (Å):
C (2.2902, -0.7422, 0.8624)
C (0.3494, -1.8988, -0.3307)
C (1.4267, 1.5977, -0.7604)
C (1.4185, -0.7860, -0.3829)
C (0.7303, 0.5776, -0.5020)
N (-2.8019, 1.8178, 0.8390)
O (-2.5176, -0.7060, 0.0218)
O (-4.3263, 0.7460, -0.7922)
S (-2.8937, 0.5700, -0.5750)
H (2.2099, 0.2569, 1.1769)
H (2.0573, -1.4667, 1.5965)
H (3.3763, -1.0777, 0.6949)
H (0.4075, -2.2727, 0.6447)
H (-0.7090, -1.6153, -0.5270)
H (0.6223, -2.6655, -0.9974)
H (2.4905, 1.4024, -0.7946)
H (-3.5341, 2.5299, 0.5025)
H (1.0792, 2.6316, -0.8070)
H (1.8980, -0.9166, -1.3293)
H (-0.3433, 0.5230, -0.2114)
H (-3.2300, 1.4946, 1.6713)

Atomic forces in eV per Å
C 2.62 -1.46 -1.58
C -0.42 1.17 -0.35
C 2.08 3.77 -0.61
C -2.17 0.26 -0.20
C -3.23 -4.04 1.48
N -0.15 1.77 -2.10
O 0.07 -0.95 0.80
O -1.44 -0.56 -0.93
S 0.10 2.31 0.77
H 0.55 0.98 1.20
H -1.08 -0.47 0.99
H -1.14 1.04 -0.20
H -0.40 -0.95 1.50
H 0.90 0.14 0.11
H 0.30 -1.24 -0.87
H 0.39 0.50 -0.50
H 1.52 -1.31 0.42
H 0.01 -0.35 0.00
H 1.12 -0.06 -0.34
H 0.82 0.58 -0.62
H -0.45 -1.15 1.03

Molecular formula: C5H12NO3
Method: DFT, ωB97M-V/def2-TZVPD

Summary:
E_LUMO: -3.2 eV
charge: +1
orbital gap: 10.26 eV
SMILES string: O/C=C\CC[NH2+]C(O)O

Geometry (Å):
C (1.5743, -1.3402, 0.4170)
C (2.0364, -0.1872, -0.4138)
C (-0.0267, -1.4786, 0.3162)
C (1.9112, 1.1147, -0.3739)
C (-2.0743, 0.2792, -0.4346)
N (-0.7129, -0.1394, 0.4306)
O (0.9306, 1.8334, 0.3130)
O (-2.9502, -0.7032, -0.2798)
O (-2.3547, 1.5619, 0.1310)
H (2.1459, -2.1931, -0.0141)
H (1.8245, -1.0290, 1.3697)
H (2.9030, -0.4727, -1.0805)
H (-1.6788, 0.3091, -1.4953)
H (-0.2621, -1.9713, -0.6734)
H (-0.5006, -2.0803, 1.0956)
H (2.4762, 1.5777, -1.2048)
H (-1.0293, 0.0150, 1.3440)
H (-0.0497, 0.5046, 0.1438)
H (0.9309, 2.7845, 0.1700)
H (-3.2623, -0.6205, 0.6214)
H (-1.8314, 2.2354, -0.3822)

Atomic forces in eV per Å
C -2.29 0.36 -2.25
C 2.22 -1.43 -0.87
C 0.28 -1.20 -0.89
C -0.26 1.64 -1.77
C 2.96 1.01 -0.71
N -1.68 -2.64 -2.13
O 0.72 -0.18 0.05
O -0.31 0.68 0.08
O 0.53 -1.37 -1.49
H -0.97 0.15 1.08
H 0.68 -0.35 2.41
H -1.24 0.42 0.56
H -0.73 0.06 1.16
H 0.02 0.81 1.00
H 0.52 -0.25 -0.14
H -0.44 0.70 1.05
H 0.01 0.60 1.86
H 1.14 2.21 -0.07
H 0.56 0.00 -0.18
H -0.86 -0.35 0.57
H -0.86 -0.87 0.69

- The lowest charge belongs to which entry?
  C5H12NO2S

- What is the charge in the first record?
  +1